70
Properties=species:S:1:pos:R:3 method="wB97M-V/def2-TZVPD" multiplicity=2 total_energy_ha=-2087.36444 e_above_lowest_ev=0.000 homo_energy_ev="-13.7 / -14.4" lumo_energy_ev="-6.52 / -7.29" orbital_gap_ev="7.200 / 7.157" charge=+2
Ir -0.51141 -0.49629 -0.07211
O -0.15826 2.03111 3.86093
C -0.19265 1.25470 2.79752
O -1.19139 0.92611 2.19933
C 1.15364 0.78825 2.35259
C 2.30907 1.01327 3.07276
C 3.50899 0.50232 2.58907
C 3.49662 -0.23680 1.42292
C 2.29250 -0.43290 0.76446
N 1.14096 0.09204 1.20386
C 2.19753 -1.33786 -0.43069
O 3.15377 -1.73959 -1.01939
O 0.94640 -1.69317 -0.73424
H -1.06302 2.30837 4.08977
H 2.26627 1.57575 3.99400
H 4.43054 0.66711 3.13036
H 4.38784 -0.68162 1.00012
N -0.69777 -2.13030 1.23804
N -1.27061 -3.26876 0.63324
C -1.82888 -3.18160 -0.58645
N -2.37623 -4.26599 -1.10844
S -1.86266 -1.71601 -1.45654
H 0.25509 -2.35219 1.53011
H -1.24659 -1.86679 2.05875
H -1.25530 -4.12949 1.16274
H -2.37798 -5.15938 -0.64054
H -2.76108 -4.23287 -2.03979
C -4.97314 1.13563 1.31260
C -4.16332 1.67546 0.16669
C -4.64074 2.73284 -0.61973
C -3.90940 3.25011 -1.69334
C -4.45393 4.37507 -2.53124
C -2.67421 2.71171 -1.98171
C -2.12957 1.65030 -1.20158
C -2.93078 1.15426 -0.13800
N -0.91134 1.08838 -1.38014
C 0.05325 1.57588 -2.45839
C -0.53675 1.36774 -3.86473
C 0.47559 1.86260 -4.91230
C 1.75950 1.04263 -4.81504
C 2.36398 1.22225 -3.42209
C 2.69820 2.69401 -3.18688
C 1.41644 3.51801 -3.27525
C 0.78146 3.34473 -4.66118
C 0.42854 3.04724 -2.19552
C 1.33501 0.75710 -2.38314
H -5.96055 1.59054 1.34749
H -4.48058 1.33587 2.26522
H -5.10745 0.05692 1.22583
H -5.61246 3.15505 -0.39211
H -5.43161 4.69694 -2.17999
H -4.55501 4.06862 -3.57273
H -3.78376 5.23470 -2.50258
H -2.13117 3.11154 -2.81718
H -2.57725 0.32920 0.48066
H -1.47372 1.90034 -4.00298
H -0.75167 0.30401 -4.01063
H 0.02952 1.73533 -5.89994
H 2.47512 1.36726 -5.57365
H 1.54786 -0.01420 -5.00020
H 3.25984 0.60795 -3.32060
H 3.41898 3.03294 -3.93426
H 3.16321 2.82712 -2.20450
H 1.63804 4.57121 -3.09437
H 1.47222 3.70828 -5.42528
H -0.12968 3.94493 -4.74359
H -0.43792 3.70182 -2.19556
H 0.88343 3.12476 -1.20153
H 1.76759 0.87060 -1.38165
H 1.11364 -0.29427 -2.56301

---

24
Properties=species:S:1:pos:R:3 method="wB97M-V/def2-TZVPD" total_energy_ha=-3451.86513 e_above_lowest_ev=4.520 homo_energy_ev="-7.5 / -7.5" lumo_energy_ev="-1.79 / -1.80" orbital_gap_ev="5.693 / 5.673"
C 1.22308 3.08771 -0.99342
C 1.62286 -3.53196 -0.35503
C 0.80755 -2.73318 -1.19314
C 2.55692 -2.99122 0.49234
C 0.95786 -1.31703 -1.06593
C 2.79540 -1.63102 0.50972
C 1.99929 -0.84888 -0.24121
C 0.64529 1.96630 -1.28899
C 2.01735 0.57225 -0.09362
C -1.25301 1.58079 1.33159
C -1.79520 1.98191 -0.04933
N 1.93435 3.96868 -0.69222
S -0.89941 1.30936 -1.48327
Br 3.32756 1.56418 0.71413
H 1.54450 -4.54493 -0.24919
H 0.08778 -3.13153 -1.87269
H 3.11876 -3.64983 1.02961
H 0.38333 -0.61484 -1.81018
H 3.68529 -1.30512 1.10843
H -1.55427 0.58172 1.55681
H -0.20801 1.55230 1.34477
H -1.58096 2.19080 2.15657
H -1.56965 3.14162 -0.13908
H -2.79326 1.75146 -0.29040

---

67
Properties=species:S:1:pos:R:3 method="wB97M-V/def2-TZVPD" multiplicity=2 total_energy_ha=-7223.03041 homo_energy_ev="-13.4 / -13.3" lumo_energy_ev="-6.24 / -8.07" orbital_gap_ev="7.115 / 5.271" charge=+2
Ir -0.81924 -0.25870 0.25829
C -3.82109 0.53598 0.64896
N -2.83217 0.35998 -0.44846
C -2.65663 1.66623 -1.13401
C -1.70348 2.56625 -0.34422
N -0.42436 1.88395 0.12959
C -0.05153 2.44415 1.45156
C 0.60482 2.14329 -0.89097
C 1.45105 3.24096 -0.84215
C 2.27209 3.52603 -1.92486
C 2.22971 2.73434 -3.06417
C 1.41386 1.61532 -3.09888
C 0.61456 1.30646 -2.00349
S -0.23851 -0.23934 -1.95347
C -3.33280 -0.72324 -1.29261
C -4.29486 -0.51523 -2.25843
C -4.83609 -1.60038 -2.94231
C -4.44181 -2.89834 -2.64391
C -3.48241 -3.11917 -1.67355
C -2.90404 -2.03420 -1.00675
S -1.60717 -2.31979 0.12119
H -4.78590 0.82696 0.22929
H -3.47995 1.30770 1.33506
H -3.94494 -0.40488 1.18217
H -3.61944 2.17886 -1.20729
H -2.28807 1.49046 -2.14080
H -2.19058 2.99914 0.52897
H -1.41693 3.39468 -0.99173
H 0.89764 2.01281 1.76937
H -0.81992 2.17672 2.17181
H 0.02291 3.53121 1.41126
H 1.47892 3.89135 0.01938
H 2.93042 4.38170 -1.87892
H 2.84585 2.97555 -3.91914
H 1.41055 0.96587 -3.96557
H -4.64537 0.48375 -2.48302
H -5.58598 -1.42556 -3.70143
H -4.87795 -3.73361 -3.17272
H -3.15400 -4.12266 -1.43749
Br 0.24526 1.48751 4.86905
C -1.22616 0.29126 5.08240
Br -2.25166 0.01110 3.44950
H -1.92754 0.71841 5.78772
H -0.86689 -0.68008 5.39596
C 4.84570 -1.93485 -0.32467
N 3.59262 -1.44467 -0.96560
C 2.65489 -2.57790 -1.20861
C 2.92892 -0.26436 -0.24309
C 2.29646 -0.66913 1.05332
C 3.17786 -0.86203 2.12165
C 2.77873 -1.43130 3.31666
C 1.46353 -1.84352 3.43278
C 0.56637 -1.58196 2.40834
C 0.91435 -0.92230 1.21210
H 5.30758 -2.65904 -0.99126
H 4.59480 -2.40616 0.62033
H 5.51771 -1.09553 -0.16240
H 3.86101 -1.06697 -1.87490
H 2.32054 -2.95186 -0.24392
H 3.18617 -3.35626 -1.75053
H 1.80727 -2.21300 -1.78051
H 2.20890 0.11471 -0.95392
H 3.72700 0.46738 -0.11156
H 4.21049 -0.55437 2.00397
H 3.48262 -1.56756 4.12546
H 1.12403 -2.35529 4.32403
H -0.45771 -1.89685 2.57113

---

39
Properties=species:S:1:pos:R:3 method="wB97M-V/def2-TZVPD" total_energy_ha=-1233.94792 e_above_lowest_ev=8.303 homo_energy_ev=-8.9 lumo_energy_ev=-2.29 orbital_gap_ev=6.591
O 3.98120 -1.31351 -0.37167
O -7.08522 0.37283 -0.45629
O 0.24136 0.57799 -0.34016
O -6.26870 1.47910 1.24460
N 1.90315 -2.15124 1.27207
O 4.36800 -0.00217 -2.96559
C 2.99010 -0.63696 -0.40281
C 0.72424 -2.08934 1.85503
C -0.16391 -1.09255 1.23191
C 0.62474 -0.51797 0.26169
C 3.89527 3.46442 -1.52935
C 3.33425 3.16717 -0.31623
C -3.44830 -0.69278 -1.66070
C 4.36422 2.40864 -2.39047
C 2.95011 1.83456 -0.11565
C -2.41102 -1.07952 -0.63459
C -4.66229 -0.22037 -1.26441
C -3.90566 -0.09766 1.00743
C 4.02235 1.02406 -2.11105
C 3.25179 0.70726 -0.94783
C -2.62700 -0.64839 0.66207
C -4.94270 0.08941 0.03526
C -1.52383 -0.79249 1.64190
N 1.88724 -1.11097 0.32692
N -6.14997 0.67700 0.29147
C 0.50413 -2.84519 3.07943
H 4.83756 -0.70439 -2.58728
H 3.91793 4.46181 -1.84729
H 3.14076 3.95537 0.36597
H -3.40305 -0.96473 -2.69164
H 4.91133 2.68468 -3.34431
H 2.33162 1.65780 0.70476
H -1.50286 -1.58821 -0.91417
H -5.27348 0.03384 -1.99929
H -4.21164 0.13667 2.00744
H -1.74529 -1.05227 2.66917
H -0.57494 -2.87277 3.35801
H 0.96463 -2.40125 3.99010
H 0.75387 -3.85783 2.88556

---

87
Properties=species:S:1:pos:R:3 method="wB97M-V/def2-TZVPD" total_energy_ha=-29744.15333 homo_energy_ev=-9.5 lumo_energy_ev=-0.28 orbital_gap_ev=9.216
C 0.31810 -5.80425 2.56828
O 0.51587 -5.75515 1.17110
C -0.20235 -6.77007 0.50004
C -0.06857 -6.53864 -0.95792
O -0.75468 -7.68691 -1.48160
C -0.74083 -7.70376 -2.88919
H 0.77321 -6.73285 2.93189
H -0.70158 -5.72129 2.93237
H 0.81684 -4.97145 3.02323
H -1.24664 -6.84009 0.75194
H 0.30066 -7.75826 0.73344
H 1.02035 -6.50201 -1.20324
H -0.58483 -5.66660 -1.30229
H -1.15137 -8.69525 -3.13868
H 0.28918 -7.79707 -3.24118
H -1.28876 -6.87467 -3.34077
C 2.16816 -0.38451 -3.06852
O 1.01081 0.26424 -3.53679
C 0.00049 0.34273 -2.56291
C -1.28108 0.86192 -3.17594
O -2.06970 -0.20759 -3.69176
C -2.97341 0.05831 -4.70896
H 2.55026 0.19196 -2.22759
H 2.88159 -0.27774 -3.90880
H 2.03046 -1.44750 -2.73427
H 0.31679 1.03688 -1.75944
H -0.09021 -0.55768 -1.98991
H -1.08662 1.57944 -3.93964
H -1.86528 1.41383 -2.42177
H -2.36330 0.36591 -5.54208
H -3.60366 0.93960 -4.47927
H -3.56636 -0.80436 -4.98099
C 0.61107 10.38598 0.26605
O 0.15761 9.02196 0.27174
C -1.00021 8.80469 1.12544
C -1.48600 7.45536 0.76223
O -0.55903 6.41610 1.18788
C -0.88465 5.22091 0.55900
H 0.75547 10.74680 1.26508
H -0.18041 11.00051 -0.17327
H 1.49884 10.48820 -0.35869
H -1.69598 9.60959 0.95470
H -0.61149 8.82182 2.15095
H -1.66154 7.43787 -0.33696
H -2.47367 7.29938 1.23427
H -0.23807 4.44344 0.95710
H -0.86381 5.24596 -0.55060
H -1.92372 5.02868 0.88500
C 1.29422 -2.61193 -0.08970
O 1.46275 -1.26821 0.23484
C 1.13220 -0.92019 1.59129
C -0.38807 -0.96182 1.84550
O -1.16377 -0.25121 0.90376
C -1.11338 1.15499 1.06865
H 0.32629 -2.97695 0.11537
H 1.96153 -3.31153 0.39679
H 1.39679 -2.74963 -1.14843
H 1.38767 0.11501 1.69901
H 1.58307 -1.50541 2.34489
H -0.57164 -0.72926 2.90598
H -0.77945 -1.98364 1.68149
H -1.61605 1.47860 2.00563
H -1.67859 1.48386 0.19969
H -0.09745 1.56232 1.11381
C 0.19553 -0.88532 6.67968
Br 1.69757 -1.26702 5.55594
Br -0.47860 -2.56507 7.36340
Br -1.24969 0.01878 5.78160
H 0.55004 -0.30445 7.51486
C 5.18326 -1.13083 2.72371
Br 4.57587 -2.13332 1.21746
Br 4.99479 -2.19070 4.39744
Br 4.23984 0.47184 2.88472
H 6.25454 -0.87584 2.64554
C 3.87640 3.49155 -1.72102
Br 2.98953 2.78145 -0.05905
Br 2.68786 3.42778 -3.17340
Br 5.57172 2.63240 -2.01793
H 4.10377 4.54349 -1.53703
Br -5.39882 -2.02791 -1.74471
C -3.94107 -1.43220 -0.72442
C -2.73196 -2.24956 -1.08773
Br -2.67405 -4.07416 -0.66327
H -4.16904 -1.35835 0.32931
H -3.81823 -0.38141 -1.02634
H -1.84633 -1.80022 -0.57137
H -2.54708 -2.20033 -2.16464

---

47
Properties=species:S:1:pos:R:3 method="wB97M-V/def2-TZVPD" total_energy_ha=-1941.54777 e_above_lowest_ev=0.325 homo_energy_ev=-17.4 lumo_energy_ev=-12.15 orbital_gap_ev=5.240 charge=+3
Ta -0.29153 0.29013 -0.71920
Cl -0.99442 -4.03432 -6.60477
C -0.93556 -2.84068 -5.38571
C -0.93593 -1.48553 -5.73908
C -0.89099 -0.48380 -4.77699
C -0.83142 -0.86314 -3.45234
O -0.80710 0.07817 -2.45788
C -0.82631 -2.22517 -3.04357
C -0.85224 -2.61751 -1.67686
N -0.68843 -1.81675 -0.64245
C -0.98346 -2.25189 0.69065
C -0.88690 -3.53074 1.18887
C -1.31017 -3.80066 2.50502
C -1.82731 -2.81202 3.30126
C -1.92697 -1.48334 2.82169
C -2.47943 -0.41960 3.56401
C -2.56275 0.84317 3.00975
C -2.06868 1.05744 1.73201
N -1.53554 0.07180 0.98871
C -1.48842 -1.21184 1.50672
C -0.89853 -3.21160 -4.04890
H -0.98240 -1.21592 -6.78624
H -0.91771 0.55821 -5.06149
H -1.07375 -3.66403 -1.47921
H -0.48131 -4.33833 0.59397
H -1.22977 -4.81100 2.88083
H -2.16901 -3.03384 4.30361
H -2.84333 -0.60054 4.56823
H -2.99713 1.66968 3.55378
H -2.09840 2.04479 1.28474
H -0.91753 -4.26070 -3.78321
O 1.38484 -0.18947 0.39158
C 2.25723 0.58146 0.93649
C 2.26005 1.98077 0.89452
C 3.30542 2.67832 1.54873
C 3.30533 4.05017 1.50129
C 2.32397 4.77298 0.83430
C 1.27988 4.11838 0.17070
C 1.25860 2.74252 0.20201
O 0.30105 2.02566 -0.43823
N 4.40990 4.78739 2.19426
O 4.35718 5.98717 2.13856
O 5.22454 4.09399 2.75180
H 3.05197 0.06996 1.48450
H 4.09830 2.16554 2.08072
H 2.38956 5.85549 0.83456
H 0.52460 4.67924 -0.36174

---

9
Properties=species:S:1:pos:R:3 method="wB97M-V/def2-TZVPD" total_energy_ha=-946.28094 e_above_lowest_ev=2.874 homo_energy_ev=-9.0 lumo_energy_ev=0.45 orbital_gap_ev=9.482
C 0.60792 -0.38526 -0.39430
H 0.04191 -1.03621 2.83367
H -1.51498 -0.30536 0.16149
H 1.58673 -0.82958 -0.23216
H -0.12986 2.64192 -2.18606
N -0.38904 -0.39886 0.67592
N 0.71611 0.39520 -1.31273
S -0.37089 -1.63715 1.73006
S -0.54790 1.55529 -1.27589

---

44
Properties=species:S:1:pos:R:3 method="wB97M-V/def2-TZVPD" total_energy_ha=-2687.94364 e_above_lowest_ev=1.411 homo_energy_ev=-8.6 lumo_energy_ev=0.19 orbital_gap_ev=8.810 smiles="N=[PH2][Si@@](F)(CN)CCSc1nnco1.FC(F)C(F)(F)COC(F)(F)C(F)F"
N -0.06721 -0.38036 1.05675
P 0.87190 0.90984 0.82889
Si 2.89951 0.61425 1.74279
F 3.35298 2.09369 2.43320
C 2.88136 -0.64533 3.15821
N 1.81625 -0.16466 4.10848
C 4.09727 0.22018 0.32045
C 5.23036 -0.81815 0.65864
S 4.65976 -2.58706 0.62045
C 3.24841 -2.70127 -0.50995
N 1.99468 -3.11627 -0.28543
N 1.39055 -2.94003 -1.50229
C 2.25257 -2.42789 -2.38696
O 3.49106 -2.26346 -1.78469
H 0.43454 -1.09012 1.59978
H 0.28828 2.06487 1.43172
H 1.06906 1.13327 -0.57042
H 3.87151 -0.66533 3.69776
H 2.62618 -1.67822 2.80223
H 1.01293 -0.78687 4.09391
H 2.19219 -0.03397 5.04244
H 4.60567 1.19506 0.05263
H 3.51750 -0.05550 -0.60606
H 6.01954 -0.74294 -0.14185
H 5.75504 -0.63783 1.62930
H 2.09321 -2.16724 -3.44823
C -3.49506 2.37319 -1.38849
C -4.19615 1.89799 -2.67809
C -5.63307 1.39159 -2.52889
F -5.72846 0.32172 -1.72044
F -6.11524 1.00340 -3.73750
F -3.41825 0.97324 -3.28467
F -4.23313 2.97153 -3.52198
O -2.62412 1.45014 -0.73205
C -3.23145 0.52602 0.14320
C -3.09006 -0.92269 -0.33025
F -3.61083 -1.09637 -1.56679
F -3.75855 -1.75711 0.50285
F -4.51242 0.89219 0.35836
F -2.60885 0.66547 1.32982
H -2.83061 3.18361 -1.69483
H -4.19231 2.83632 -0.68834
H -6.28744 2.17923 -2.14682
H -2.03911 -1.21810 -0.35685